1.
This record from the Open Molecules 2025 dataset describes C26H41MnO19 as an isolated structure in a non-equilibrium geometry. The level of theory is ωB97M-V with the def2-TZVPD basis set.

The value obtained for the gap between HOMO and LUMO (spin up / spin down) is 0.2608 / 0.2616 Ha. As for the HOMO energy (spin up / spin down): -8.75 / -8.77 eV. As for the multiplicity: 6. The charge is +1.

```
87
C26H41MnO19, DFT ωB97M-V with the def2-TZVPD basis set
Mn -0.2427 1.0001 0.2876
C -2.2878 3.6757 3.3861
C -1.2947 2.5731 2.9948
O -1.1761 2.3773 1.5878
H -3.2657 3.3168 3.0653
H -2.2107 4.5953 2.8060
H -2.4249 3.8505 4.4532
H -1.5118 1.6660 3.5588
H -0.3096 2.9480 3.2728
C -1.2245 -2.8028 5.3686
C -0.4374 -3.1265 4.1473
C -1.2412 -3.7245 3.0016
O -1.0747 -2.7771 1.9910
C -0.4349 -1.7169 2.3763
O -0.2680 -0.7319 1.6766
O -0.0011 -1.9168 3.6621
H -1.8674 -1.9324 5.2377
H -0.5488 -2.5631 6.1896
H -1.7639 -3.7125 5.6325
H 0.3524 -3.8613 4.3033
H -2.2485 -4.0527 3.2581
H -0.7385 -4.6204 2.6372
C 5.0405 -1.2181 4.2134
C 3.6479 -0.5796 4.1851
C 3.6710 0.9505 4.2990
O 2.7674 1.4503 3.4137
C 2.4457 0.5059 2.4936
O 1.8096 0.7339 1.4635
O 3.0606 -0.6657 2.8613
H 5.7028 -0.7614 3.4780
H 4.8912 -2.2595 3.9283
H 5.4310 -1.1739 5.2301
H 3.0169 -1.0023 4.9670
H 4.6409 1.4265 4.1543
H 3.3250 1.1398 5.3152
C -5.1157 -2.3875 -3.0643
C -4.9799 -1.6722 -1.7397
C -4.8575 -2.5830 -0.5182
O -3.6842 -2.1451 0.1632
C -3.1432 -1.0862 -0.5461
O -2.1968 -0.3831 -0.1371
O -3.7533 -1.0108 -1.7630
H -5.3845 -1.7644 -3.9173
H -5.9261 -3.1164 -3.0521
H -4.2494 -2.9718 -3.3747
H -5.7844 -0.9707 -1.5186
H -4.6999 -3.6454 -0.7038
H -5.7992 -2.5320 0.0285
C 0.4901 6.1998 -2.6687
C -0.8792 5.5229 -2.3415
C -1.6594 5.0126 -3.5734
O -1.7890 3.6169 -3.2515
C -1.2506 3.3322 -2.0799
O -1.2451 2.2084 -1.5392
O -0.6609 4.3957 -1.5890
H 1.1136 5.5439 -3.2763
H 1.1101 6.4073 -1.7966
H 0.3563 7.1455 -3.1939
H -1.5229 6.1613 -1.7364
H -1.2461 5.1389 -4.5741
H -2.6159 5.5292 -3.4930
C -1.3319 -4.5755 -2.5363
C -0.1480 -4.0389 -1.6351
C 1.1358 -3.7274 -2.3900
O 1.4129 -2.4315 -2.1556
C 0.4635 -1.8083 -1.4701
O 0.4345 -0.6094 -1.1936
O -0.4597 -2.7413 -1.1423
H -1.3064 -5.6646 -2.5702
H -1.3181 -4.1794 -3.5517
H -2.3328 -4.3909 -2.1461
H 0.0057 -4.6160 -0.7233
H 1.1245 -3.9936 -3.4470
H 1.9530 -4.2588 -1.9021
C 4.4203 0.3190 -4.0175
C 4.0950 1.5483 -3.0990
C 3.2690 2.5407 -3.7499
O 2.2619 2.8886 -2.8597
C 2.2646 2.0362 -1.8595
O 1.5829 2.0163 -0.8402
O 3.2316 1.1414 -2.0972
H 5.1475 0.5599 -4.7928
H 3.5796 -0.1477 -4.5310
H 4.8527 -0.4915 -3.4308
H 5.0059 2.0508 -2.7736
H 2.9145 2.2117 -4.7268
H 3.8842 3.4055 -3.9985
```

---

2.
This record from the Open Molecules 2025 dataset describes C26H41N2OW as an isolated structure in a non-equilibrium geometry. The level of theory is ωB97M-V with the def2-TZVPD basis set.

The value obtained for the gap between HOMO and LUMO (spin up / spin down) is 0.2165 / 0.1867 Ha. As for the HOMO energy (spin up / spin down): -10.04 / -9.97 eV. As for the multiplicity: 3. The charge is +1.

```
71
C26H41N2OW, DFT ωB97M-V with the def2-TZVPD basis set
C 0.1563 2.4479 0.6409
C -1.2142 2.7531 1.0419
C -1.9973 2.9150 -0.1511
C -1.0904 2.8756 -1.2834
C 0.2370 2.6095 -0.7967
W -1.0736 0.9619 -0.1778
C -1.2355 -1.8163 -3.2373
C -0.3078 -1.3069 -2.4518
H 0.4888 -1.9532 -2.1808
C -0.0479 0.0530 -2.0422
H 0.0457 0.8062 -2.8626
H 0.9368 0.0975 -1.5267
C -1.4301 -3.3134 -3.4080
H -0.9078 -3.8171 -2.6069
H -2.4731 -3.6241 -3.3456
H -1.0798 -3.7154 -4.3714
C -2.1404 -1.0233 -4.1062
H -2.1520 -0.0193 -3.6897
H -1.7535 -0.9423 -5.1481
H -3.1611 -1.4065 -4.1227
C -1.7536 2.6718 2.4306
H -1.2309 1.9090 3.0270
H -1.6817 3.6273 2.9551
H -2.8098 2.3896 2.4262
C -3.4908 2.9314 -0.2556
H -3.9349 2.1287 0.3516
H -3.9240 3.8864 0.0780
H -3.8141 2.7396 -1.2864
C -1.4794 3.1632 -2.6988
H -2.5345 2.9285 -2.8655
H -1.3545 4.2309 -2.9238
H -0.8857 2.6054 -3.4318
C 1.5205 2.7575 -1.5593
H 1.3833 2.6637 -2.6390
H 1.9419 3.7561 -1.3805
H 2.2893 2.0431 -1.2503
C 1.2716 1.9568 1.4971
H 1.8134 1.1194 1.0339
H 2.0153 2.7435 1.6811
H 0.9046 1.5819 2.4539
C -1.2927 0.2075 1.6190
C -3.5979 -2.1226 1.2447
C -2.2528 -0.8260 2.0733
C -4.4654 -1.1765 0.6811
H -3.9507 -3.1577 1.1821
C -3.4226 0.0240 2.3925
H -1.8633 -1.3666 2.9522
C -4.5154 0.0124 1.5239
H -5.0213 -1.2602 -0.2541
H -3.4417 0.5209 3.3889
H -5.4103 0.6270 1.5821
C 4.7875 -1.6110 -0.8320
N 4.5509 -1.8022 0.5788
C 5.7042 -1.9623 1.4360
C 3.2338 -1.6959 0.9390
O 2.4096 -1.4051 0.0508
N 2.7871 -1.8966 2.2216
C 3.5730 -2.2931 3.3718
C 1.3525 -1.8431 2.3750
H 5.8475 -1.7798 -1.0306
H 4.5099 -0.5956 -1.1429
H 4.1822 -2.3141 -1.4149
H 5.7474 -1.1878 2.2141
H 5.7303 -2.9549 1.9067
H 6.5904 -1.8635 0.8036
H 2.8813 -2.4258 4.2073
H 4.1000 -3.2446 3.2102
H 4.2995 -1.5194 3.6563
H 1.1042 -2.0634 3.4167
H 0.9301 -0.8639 2.1120
H 0.8666 -2.5756 1.7176
```

---

3.
This record from the Open Molecules 2025 dataset describes C26H41N3O6OsSi as an isolated structure in a non-equilibrium geometry. The level of theory is ωB97M-V with the def2-TZVPD basis set.

The value obtained for the gap between HOMO and LUMO (spin up / spin down) is 0.2340 / 0.1818 Ha. As for the HOMO energy (spin up / spin down): -14.38 / -14.34 eV. As for the multiplicity: 5. The charge is +2.

```
78
C26H41N3O6OsSi, DFT ωB97M-V with the def2-TZVPD basis set
Os -0.4242 -1.7900 -0.7676
C -1.2447 -2.7594 3.2760
C -1.3094 -2.6734 1.7923
N -0.2215 -2.7240 1.0366
N 0.9953 -2.8128 1.4999
C 1.9299 -2.4340 0.6369
O 1.6024 -2.0529 -0.5469
C 3.3126 -2.4096 1.0987
C 4.3578 -2.2196 0.1880
C 5.6616 -2.1525 0.6393
C 5.9368 -2.2683 1.9973
C 4.9024 -2.4486 2.9079
C 3.5977 -2.5309 2.4649
C -2.5251 -2.4880 1.0443
C -3.8034 -2.6058 1.6067
C -4.9192 -2.4450 0.8124
C -4.7470 -2.1716 -0.5448
C -3.4640 -2.0306 -1.0412
N -2.3739 -2.1716 -0.2828
H -0.2050 -2.7641 3.5901
H -1.7103 -3.6773 3.6321
H -1.7644 -1.9232 3.7413
H 4.1338 -2.1396 -0.8625
H 6.4659 -2.0035 -0.0637
H 6.9571 -2.2253 2.3482
H 5.1162 -2.5208 3.9629
H 2.7905 -2.6838 3.1618
H -3.8904 -2.8320 2.6564
H -5.9065 -2.5374 1.2343
H -5.5981 -2.0562 -1.1989
H -3.3056 -1.8003 -2.0882
C -2.3475 1.4054 1.9001
C -2.4896 2.3595 0.7035
C -3.0242 3.7125 1.1879
C -3.4205 1.7619 -0.3495
O -1.2150 2.5948 0.1576
Si -0.2305 1.7583 -0.8138
O -0.4473 0.1793 -0.5309
O 1.2838 2.2468 -0.5460
C 2.0672 2.4707 0.6044
C 3.4476 2.9505 0.1057
C 2.2365 1.1569 1.3710
C 1.4367 3.5526 1.4728
O -0.5975 2.0334 -2.3635
C -0.1987 1.3730 -3.5447
C 1.2596 0.9393 -3.4779
C -0.4035 2.3910 -4.6827
C -1.1229 0.1676 -3.7589
H -3.3188 1.2078 2.3470
H -1.7002 1.8478 2.6546
H -1.8974 0.4731 1.5549
H -3.9739 3.5755 1.6967
H -3.1644 4.3729 0.3381
H -2.3193 4.1835 1.8688
H -4.4270 1.6729 0.0480
H -3.0552 0.7791 -0.6518
H -3.4377 2.4102 -1.2216
H 3.9038 2.1783 -0.5086
H 4.0892 3.1652 0.9556
H 3.3322 3.8498 -0.4920
H 2.7036 0.4160 0.7266
H 1.2585 0.7840 1.6688
H 2.8521 1.3019 2.2533
H 1.4173 4.4974 0.9394
H 1.9829 3.6795 2.4027
H 0.4052 3.2751 1.6766
H 1.8853 1.7943 -3.2388
H 1.5730 0.5192 -4.4290
H 1.3858 0.1949 -2.6886
H 0.2342 3.2526 -4.5079
H -1.4354 2.7286 -4.7031
H -0.1515 1.9450 -5.6397
H -0.9699 -0.5566 -2.9314
H -0.9100 -0.3197 -4.7067
H -2.1611 0.4914 -3.7496
O -0.4073 -3.8222 -2.2189
H 0.2901 -3.8722 -2.8841
H -0.5690 -4.7266 -1.9271
```

---

no.,calculated total energy (a.u.)
1,-3595.7351
2,-1266.4808
3,-2010.7567